## 1
C9H14 | the ωB97M-V functional and the def2-TZVPD basis

## Properties
Structure (SMILES): Cc1ccccc1.CC
HOMO in eV: -9.007
LUMO energy in Ha: 0.03846
Gap between HOMO and LUMO in eV: 10.054

Each atom is followed by the atoms it is bonded to, with distances in Å.
Element x y z (Å)
1 C 1.904 -0.435 2.374  C2 1.549, H3 1.085, H4 1.093, H5 1.086
2 C 2.597 -0.146 1.018  C1 1.549, H6 1.085, H7 1.084, H8 1.089
3 H 1.067 -1.109 2.226  C1 1.085
4 H 2.637 -0.836 3.079  C1 1.093
5 H 1.527 0.477 2.826  C1 1.086
6 H 3.474 -0.783 0.961  C2 1.085
7 H 2.860 0.902 0.922  C2 1.084
8 H 1.931 -0.414 0.200  C2 1.089
9 C -0.868 -0.265 -3.050  C13 1.501, H20 1.096, H21 1.092, H23 1.090
10 C -2.360 -0.291 0.407  C11 1.393, C12 1.383, H16 1.080
11 C -1.566 0.633 1.081  C10 1.393, C14 1.381, H17 1.080
12 C -2.081 -0.652 -0.899  C10 1.383, C13 1.397, H18 1.084
13 C -1.073 0.024 -1.590  C9 1.501, C12 1.397, C15 1.386
14 C -0.433 1.101 0.444  C11 1.381, C15 1.395, H19 1.080
15 C -0.263 0.934 -0.930  C13 1.386, C14 1.395, H22 1.080
16 H -3.187 -0.702 0.966  C10 1.080
17 H -1.764 0.908 2.106  C11 1.080
18 H -2.598 -1.503 -1.328  C12 1.084
19 H 0.273 1.661 1.041  C14 1.080
20 H -1.681 0.118 -3.678  C9 1.096
21 H -0.900 -1.330 -3.289  C9 1.092
22 H 0.434 1.582 -1.440  C15 1.080
23 H 0.069 0.125 -3.447  C9 1.090

***

## 2
C9H14 | the ωB97M-V functional and the def2-TZVPD basis

## Properties
Structure (SMILES): Cc1ccccc1.CC
HOMO in eV: -8.871
LUMO energy in Ha: 0.03834
Gap between HOMO and LUMO in eV: 9.914

Each atom is followed by the atoms it is bonded to, with distances in Å.
Element x y z (Å)
1 C -1.012 1.323 0.983  C7 1.506, H13 1.089, H14 1.112, H15 1.094
2 C 2.863 1.529 -1.016  C3 1.379, C4 1.419, H8 1.078
3 C 1.943 0.520 -1.204  C2 1.379, C5 1.400, H9 1.074
4 C 2.469 2.592 -0.163  C2 1.419, C6 1.379, H10 1.069
5 C 0.631 0.581 -0.718  C3 1.400, C7 1.399, H11 1.087
6 C 1.296 2.479 0.554  C4 1.379, C7 1.413, H12 1.097
7 C 0.318 1.492 0.296  C1 1.506, C5 1.399, C6 1.413
8 H 3.779 1.458 -1.581  C2 1.078
9 H 2.030 -0.332 -1.853  C3 1.074
10 H 3.053 3.478 -0.029  C4 1.069
11 H -0.127 -0.045 -1.182  C5 1.087
12 H 1.282 3.120 1.443  C6 1.097
13 H -1.404 0.326 0.785  C1 1.089
14 H -1.587 2.204 0.621  C1 1.112
15 H -0.965 1.585 2.044  C1 1.094
16 C -1.904 -2.580 -0.612  C17 1.553, H18 1.063, H19 1.082, H20 1.107
17 C -1.731 -2.910 0.896  C16 1.553, H21 1.095, H22 1.086, H23 1.101
18 H -2.883 -2.762 -0.985  C16 1.063
19 H -1.431 -1.623 -0.786  C16 1.082
20 H -1.430 -3.376 -1.218  C16 1.107
21 H -2.682 -3.351 1.214  C17 1.095
22 H -1.519 -2.002 1.452  C17 1.086
23 H -0.990 -3.707 1.058  C17 1.101

***

## 3
C9H14 | the ωB97M-V functional and the def2-TZVPD basis

## Properties
Structure (SMILES): Cc1ccccc1.CC
HOMO in eV: -9.092
LUMO energy in Ha: 0.03827
Gap between HOMO and LUMO in eV: 10.134

Each atom is followed by the atoms it is bonded to, with distances in Å.
Element x y z (Å)
1 C 1.754 -1.907 -0.976  C3 1.509, H10 1.090, H11 1.100, H15 1.092
2 C 0.487 0.264 -0.938  C3 1.401, C4 1.382, H8 1.084
3 C 0.467 -1.133 -0.829  C1 1.509, C2 1.401, C5 1.386
4 C -0.690 0.971 -1.096  C2 1.382, C6 1.392, H9 1.083
5 C -0.767 -1.764 -0.850  C3 1.386, C7 1.392, H12 1.081
6 C -1.931 0.343 -1.131  C4 1.392, C7 1.388, H13 1.083
7 C -1.947 -1.034 -0.961  C5 1.392, C6 1.388, H14 1.086
8 H 1.400 0.845 -0.881  C2 1.084
9 H -0.651 2.050 -1.175  C4 1.083
10 H 1.606 -2.947 -0.685  C1 1.090
11 H 2.522 -1.526 -0.287  C1 1.100
12 H -0.865 -2.841 -0.870  C5 1.081
13 H -2.851 0.913 -1.179  C6 1.083
14 H -2.905 -1.545 -0.956  C7 1.086
15 H 2.174 -1.843 -1.981  C1 1.092
16 C 1.371 1.311 2.870  C17 1.545, H18 1.091, H19 1.087, H20 1.087
17 C 0.310 2.362 2.472  C16 1.545, H21 1.085, H22 1.097, H23 1.090
18 H 1.385 0.550 2.088  C16 1.091
19 H 2.351 1.746 3.043  C16 1.087
20 H 1.066 0.865 3.813  C16 1.087
21 H -0.040 2.253 1.451  C17 1.085
22 H 0.666 3.396 2.559  C17 1.097
23 H -0.540 2.289 3.151  C17 1.090

***

Which is most stable, and by how much? 3, by 3.1 kcal/mol.

***

## 1
C9H14 | the ωB97M-V functional and the def2-TZVPD basis

## Properties
Structure (SMILES): Cc1ccccc1.CC
HOMO in eV: -9.034
LUMO energy in Ha: 0.03677
Gap between HOMO and LUMO in eV: 10.034

Each atom is followed by the atoms it is bonded to, with distances in Å.
Element x y z (Å)
1 C 1.292 0.582 -0.224  C7 1.512, H13 1.095, H14 1.094, H15 1.099
2 C -2.584 0.361 -2.012  C3 1.395, C4 1.382, H8 1.080
3 C -1.892 1.571 -1.965  C2 1.395, C5 1.384, H9 1.083
4 C -2.087 -0.738 -1.337  C2 1.382, C6 1.400, H10 1.080
5 C -0.656 1.644 -1.347  C3 1.384, C7 1.401, H11 1.081
6 C -0.800 -0.718 -0.788  C4 1.400, C7 1.388, H12 1.085
7 C -0.085 0.471 -0.838  C1 1.512, C5 1.401, C6 1.388
8 H -3.570 0.303 -2.446  C2 1.080
9 H -2.388 2.450 -2.356  C3 1.083
10 H -2.743 -1.564 -1.102  C4 1.080
11 H -0.150 2.593 -1.237  C5 1.081
12 H -0.263 -1.601 -0.456  C6 1.085
13 H 1.251 1.112 0.732  C1 1.095
14 H 1.996 1.092 -0.888  C1 1.094
15 H 1.733 -0.404 -0.020  C1 1.099
16 C 2.388 -0.506 3.480  C17 1.526, H18 1.090, H19 1.087, H20 1.097
17 C 2.579 -1.975 3.115  C16 1.526, H21 1.091, H22 1.086, H23 1.094
18 H 1.350 -0.217 3.310  C16 1.090
19 H 2.776 -0.258 4.465  C16 1.087
20 H 2.917 0.133 2.761  C16 1.097
21 H 3.618 -2.225 2.896  C17 1.091
22 H 1.972 -2.275 2.266  C17 1.086
23 H 2.429 -2.621 3.985  C17 1.094

***

## 2
C9H14 | the ωB97M-V functional and the def2-TZVPD basis

## Properties
Structure (SMILES): Cc1ccccc1.CC
HOMO in eV: -9.031
LUMO energy in Ha: 0.03629
Gap between HOMO and LUMO in eV: 10.018

Each atom is followed by the atoms it is bonded to, with distances in Å.
Element x y z (Å)
1 C 2.646 -1.394 -1.854  C7 1.509, H13 1.095, H14 1.081, H15 1.091
2 C -1.339 -1.302 -0.235  C3 1.392, C4 1.385, H8 1.080
3 C -0.326 -0.565 0.372  C2 1.392, C5 1.385, H9 1.083
4 C -1.030 -2.097 -1.326  C2 1.385, C6 1.386, H10 1.088
5 C 0.954 -0.600 -0.154  C3 1.385, C7 1.390, H11 1.085
6 C 0.252 -2.149 -1.850  C4 1.386, C7 1.396, H12 1.082
7 C 1.251 -1.357 -1.282  C1 1.509, C5 1.390, C6 1.396
8 H -2.316 -1.328 0.224  C2 1.080
9 H -0.612 0.054 1.214  C3 1.083
10 H -1.819 -2.656 -1.826  C4 1.088
11 H 1.778 -0.144 0.386  C5 1.085
12 H 0.500 -2.797 -2.681  C6 1.082
13 H 2.672 -0.781 -2.761  C1 1.095
14 H 2.937 -2.399 -2.130  C1 1.081
15 H 3.380 -0.977 -1.163  C1 1.091
16 C -1.903 3.958 2.606  C17 1.518, H18 1.093, H19 1.090, H20 1.091
17 C -0.447 3.529 2.627  C16 1.518, H21 1.095, H22 1.088, H23 1.082
18 H -1.978 5.033 2.427  C16 1.093
19 H -2.527 3.433 1.883  C16 1.090
20 H -2.359 3.799 3.585  C16 1.091
21 H -0.064 3.256 1.639  C17 1.095
22 H -0.247 2.603 3.161  C17 1.088
23 H 0.190 4.304 3.032  C17 1.082

***

## 3
C9H14 | the ωB97M-V functional and the def2-TZVPD basis

## Properties
Structure (SMILES): Cc1ccccc1.CC
HOMO in eV: -8.794
LUMO energy in Ha: 0.03656
Gap between HOMO and LUMO in eV: 9.789

Each atom is followed by the atoms it is bonded to, with distances in Å.
Element x y z (Å)
1 C -1.967 0.568 -1.342  C7 1.475, H13 1.117, H14 1.129, H15 1.029
2 C -0.771 0.630 2.764  C3 1.418, C4 1.392, H8 1.034
3 C -1.172 1.821 2.108  C2 1.418, C5 1.384, H9 1.143
4 C -0.882 -0.608 2.138  C2 1.392, C6 1.395, H10 1.028
5 C -1.485 1.822 0.760  C3 1.384, C7 1.436, H11 1.136
6 C -1.141 -0.538 0.769  C4 1.395, C7 1.366, H12 1.161
7 C -1.529 0.566 0.065  C1 1.475, C5 1.436, C6 1.366
8 H -0.337 0.726 3.698  C2 1.034
9 H -1.194 2.892 2.510  C3 1.143
10 H -0.802 -1.476 2.684  C4 1.028
11 H -1.578 2.818 0.222  C5 1.136
12 H -1.548 -1.515 0.291  C6 1.161
13 H -2.987 0.129 -1.232  C1 1.117
14 H -1.607 -0.270 -2.008  C1 1.129
15 H -2.000 1.481 -1.817  C1 1.029
16 C 2.924 -0.479 -1.113  C17 1.575, H18 1.137, H19 1.185, H20 1.120
17 C 2.325 -1.711 -1.891  C16 1.575, H21 1.076, H22 1.081, H23 1.132
18 H 2.108 -0.050 -0.448  C16 1.137
19 H 3.498 -0.985 -0.209  C16 1.185
20 H 3.581 0.264 -1.633  C16 1.120
21 H 2.459 -1.515 -2.940  C17 1.076
22 H 2.862 -2.636 -1.727  C17 1.081
23 H 1.243 -1.936 -1.651  C17 1.132

***

## 4
C9H14 | the ωB97M-V functional and the def2-TZVPD basis

## Properties
Structure (SMILES): Cc1ccccc1.CC
HOMO in eV: -8.875
LUMO energy in Ha: 0.03613
Gap between HOMO and LUMO in eV: 9.858

Each atom is followed by the atoms it is bonded to, with distances in Å.
Element x y z (Å)
1 C 0.871 0.989 1.867  C2 1.485, H8 1.094, H9 1.120, H15 1.135
2 C -0.220 0.618 0.932  C1 1.485, C3 1.422, C4 1.401
3 C -0.421 1.473 -0.187  C2 1.422, C5 1.338, H10 1.177
4 C -0.884 -0.596 1.150  C2 1.401, C6 1.432, H11 1.052
5 C -1.554 1.271 -0.870  C3 1.338, C7 1.403, H12 1.119
6 C -2.105 -0.730 0.414  C4 1.432, C7 1.357, H13 1.086
7 C -2.390 0.195 -0.537  C5 1.403, C6 1.357, H14 1.164
8 H 1.806 1.191 1.337  C1 1.094
9 H 1.201 0.127 2.501  C1 1.120
10 H 0.290 2.408 -0.266  C3 1.177
11 H -0.728 -1.200 1.997  C4 1.052
12 H -1.816 1.898 -1.758  C5 1.119
13 H -2.851 -1.518 0.463  C6 1.086
14 H -3.361 0.134 -1.176  C7 1.164
15 H 0.701 1.917 2.496  C1 1.135
16 C 2.330 -0.589 -1.046  C17 1.607, H18 1.114, H19 1.134, H20 1.153
17 C 2.664 -2.119 -1.404  C16 1.607, H21 1.096, H22 1.057, H23 1.211
18 H 2.948 -0.068 -1.814  C16 1.114
19 H 1.305 -0.301 -1.436  C16 1.134
20 H 2.628 -0.318 0.035  C16 1.153
21 H 2.428 -2.136 -2.474  C17 1.096
22 H 3.662 -2.328 -1.123  C17 1.057
23 H 2.041 -2.880 -0.698  C17 1.211

***

Which is most stable, and by how much? 2, by 4.0 kcal/mol.

***

## 1
C9H14 | the ωB97M-V functional and the def2-TZVPD basis

## Properties
Structure (SMILES): Cc1ccccc1.CC
HOMO in eV: -8.932
LUMO energy in Ha: 0.03729
Gap between HOMO and LUMO in eV: 9.947

Each atom is followed by the atoms it is bonded to, with distances in Å.
Element x y z (Å)
1 C 0.573 -2.042 0.680  C3 1.518, H10 1.091, H11 1.090, H15 1.086
2 C 1.027 0.447 0.678  C3 1.395, C4 1.393, H8 1.083
3 C 0.330 -0.639 1.208  C1 1.518, C2 1.395, C5 1.399
4 C 1.124 1.677 1.325  C2 1.393, C6 1.407, H9 1.075
5 C -0.500 -0.467 2.321  C3 1.399, C7 1.386, H12 1.080
6 C 0.409 1.757 2.534  C4 1.407, C7 1.382, H13 1.085
7 C -0.487 0.781 2.926  C5 1.386, C6 1.382, H14 1.083
8 H 1.505 0.306 -0.284  C2 1.083
9 H 1.601 2.543 0.903  C4 1.075
10 H -0.043 -2.292 -0.186  C1 1.091
11 H 0.489 -2.769 1.486  C1 1.090
12 H -1.230 -1.199 2.633  C5 1.080
13 H 0.497 2.624 3.180  C6 1.085
14 H -1.085 0.985 3.805  C7 1.083
15 H 1.615 -2.115 0.381  C1 1.086
16 C -0.858 0.489 -2.338  C17 1.513, H18 1.090, H19 1.100, H20 1.086
17 C -0.566 -0.331 -3.575  C16 1.513, H21 1.085, H22 1.090, H23 1.104
18 H -1.722 1.135 -2.498  C16 1.090
19 H -1.163 -0.051 -1.429  C16 1.100
20 H 0.074 0.914 -1.976  C16 1.086
21 H -0.460 0.316 -4.440  C17 1.085
22 H 0.224 -1.060 -3.391  C17 1.090
23 H -1.355 -1.009 -3.944  C17 1.104

***

## 2
C9H14 | the ωB97M-V functional and the def2-TZVPD basis

## Properties
Structure (SMILES): Cc1ccccc1.CC
HOMO in eV: -8.853
LUMO energy in Ha: 0.03621
Gap between HOMO and LUMO in eV: 9.838

Each atom is followed by the atoms it is bonded to, with distances in Å.
Element x y z (Å)
1 C -0.167 2.479 0.351  C7 1.474, H13 1.083, H14 1.080, H15 1.145
2 C -2.372 -0.899 -1.094  C3 1.362, C4 1.364, H8 1.117
3 C -2.690 -0.274 0.074  C2 1.362, C5 1.397, H9 1.121
4 C -1.193 -0.640 -1.729  C2 1.364, C6 1.412, H10 1.105
5 C -2.114 0.958 0.392  C3 1.397, C7 1.378, H11 1.115
6 C -0.525 0.556 -1.385  C4 1.412, C7 1.494, H12 1.107
7 C -0.991 1.421 -0.259  C1 1.474, C5 1.378, C6 1.494
8 H -2.634 -1.881 -1.559  C2 1.117
9 H -3.525 -0.701 0.688  C3 1.121
10 H -0.816 -1.134 -2.642  C4 1.105
11 H -2.589 1.572 1.192  C5 1.115
12 H 0.460 0.647 -1.883  C6 1.107
13 H 0.284 3.165 -0.356  C1 1.083
14 H 0.709 2.118 0.867  C1 1.080
15 H -0.713 3.046 1.182  C1 1.145
16 C 2.269 -1.419 0.068  C17 1.539, H18 1.098, H19 1.070, H20 1.126
17 C 2.417 -1.162 1.578  C16 1.539, H21 1.055, H22 1.146, H23 1.110
18 H 3.021 -1.975 -0.508  C16 1.098
19 H 1.451 -2.068 -0.172  C16 1.070
20 H 2.119 -0.458 -0.498  C16 1.126
21 H 2.257 -0.133 1.749  C17 1.055
22 H 3.520 -1.466 1.641  C17 1.146
23 H 1.820 -1.752 2.304  C17 1.110

***

Which is most stable, and by how much? 1, by 27.7 kcal/mol.